Entry 1:
Below is C44H51AsCl4GeKN2O9S as an isolated structure, with properties calculated with the ωB97M-V functional and the def2-TZVPD basis.

Summary:
Energy above the lowest of the compared OMol25 structures with the same formula, charge and spin in kJ/mol: 79.9
E_tot in a.u.: -9645.8039
Highest occupied orbital energy (alpha / beta) in eV: -2.43 / -2.43
Kohn-Sham gap (alpha / beta) in eV: 6.079 / 5.779
Total charge: -2
2S+1: 2
LUMO (alpha / beta) in eV: 3.7 / 3.4
⟨S²⟩: 0.77

Geometry (Å):
C  2.6566  -1.7238  3.4971
O  -0.2079  -2.1816  -0.8847
H  -2.0425  5.2122  0.9377
H  -1.1024  1.1509  -6.0383
C  2.6723  -4.2088  -1.7880
C  2.4050  2.5556  -1.1248
C  2.6297  -2.3436  5.8299
H  -2.6362  0.9444  -3.2128
Cl  -1.6687  -3.6096  -2.9756
H  2.6293  4.5120  -2.0523
C  -6.7093  -2.4741  2.7024
H  2.5189  -2.0816  6.8756
C  -6.4031  -2.3455  4.0468
C  1.8958  2.0457  6.4047
As  2.4126  -0.2072  2.2934
H  -4.0155  3.5716  1.0196
H  -1.3459  4.0149  6.4733
C  -5.2203  -1.7250  4.4220
C  -0.0255  -3.8577  -2.5359
C  2.5226  -1.3667  4.8429
C  3.0118  -4.0060  4.1284
O  1.0148  2.6730  -0.8980
H  -1.9524  -0.6519  -2.8640
C  2.1345  -4.9397  -2.8120
H  -1.1351  -1.5262  2.1598
H  -0.1483  -2.2327  1.2349
C  -2.3973  3.5591  -0.4397
H  2.8575  4.0005  0.4118
H  -7.6335  -2.9598  2.3970
O  -0.0255  1.2167  -2.8263
H  -1.4100  4.2702  3.0393
H  1.9596  2.8273  3.1091
C  -5.8478  -1.9868  1.7164
O  -3.9357  -0.6912  -0.1186
H  2.3668  0.4267  -0.7132
H  -1.4456  2.4679  -4.8998
C  -4.3680  -1.2481  3.4348
C  5.0809  1.0948  2.5636
C  1.8954  -3.2483  -1.0391
O  2.3611  -2.6061  -0.0961
Cl  3.1109  -6.0896  -3.6656
O  -6.1867  -2.1411  0.4017
H  6.6192  -1.0008  -0.2899
C  0.4815  -3.0375  -1.4622
C  -3.6229  -0.7832  1.0791
C  2.0946  0.6739  6.3236
H  4.2816  -1.3749  0.3816
C  1.8663  2.8223  5.2519
H  4.6532  1.6789  3.3699
H  2.9679  -3.3092  2.0863
C  -0.7467  1.6600  -5.1350
C  2.8779  -3.6599  5.4684
C  2.8951  -3.0413  3.1352
C  -0.6315  0.6602  -3.9810
C  0.2577  -0.5041  -4.4183
H  -0.8174  3.8856  0.9783
C  6.3976  1.3154  2.1725
H  0.2285  2.1106  -5.3462
H  -7.0883  -2.7345  4.7926
K  -1.1115  0.1551  -0.4102
H  0.4034  -1.1846  -3.5776
H  -3.8436  5.0956  -0.9571
H  1.6935  3.8903  5.3128
H  -2.5610  4.8731  -2.1692
H  1.7633  2.5120  7.3744
C  -3.2112  4.3553  -1.4605
N  -1.4165  4.3183  4.0470
H  3.9963  3.4053  -2.3275
O  -1.6355  2.5420  -1.0658
Ge  -0.2351  2.9962  -2.2527
C  4.8732  -0.6238  0.8923
H  -1.9448  5.0896  4.4251
H  -0.1878  -1.0686  -5.2455
H  2.1132  0.0758  7.2272
C  -2.0168  0.1369  -3.6149
C  6.9553  0.5662  1.1448
H  -7.0126  -2.6340  0.3741
Cl  0.1156  -5.7242  -4.4726
N  -1.8129  3.2406  6.0249
H  -0.8148  5.0570  -0.3375
C  -1.4660  4.4935  0.3382
H  3.1924  -5.0380  3.8514
O  -2.5283  -0.4142  1.5995
O  -0.3360  -2.0888  2.1757
H  -1.7255  2.3673  6.5189
C  2.9051  3.4714  -2.2489
H  7.9792  0.7438  0.8357
C  -1.5665  3.1084  4.6727
H  -2.7839  2.3189  1.2968
S  -1.4573  1.6658  3.9059
H  3.8307  0.9620  -1.5577
H  4.1828  2.8318  0.1318
H  2.7174  2.3355  0.9917
H  -2.5279  -0.2969  -4.4828
Cl  4.3245  -4.3918  -1.3124
C  3.0959  2.9579  0.1778
C  2.7461  1.1070  -1.4786
H  -4.9567  -1.6143  5.4678
H  2.9602  -4.4216  6.2343
C  2.2774  0.0710  5.0810
H  2.2677  0.8337  -2.4221
C  2.0228  2.2233  4.0074
H  -3.8578  3.6747  -2.0213
C  2.2373  0.8549  3.9211
H  6.9839  2.0774  2.6735
H  -3.9497  2.1204  -0.0136
H  1.2379  -0.1314  -4.7304
C  0.7667  -4.7678  -3.1845
C  6.1939  -0.4108  0.5141
C  -4.6477  -1.3618  2.0733
H  -3.4381  -0.7587  3.6913
C  4.3090  0.1324  1.9218
H  2.4782  3.1844  -3.2150
C  -3.3460  2.8541  0.5275

=====

Entry 2:
Below is a 2-piece molecular cluster, C4H7BrCl2 overall in a non-equilibrium geometry, with properties calculated with the ωB97M-V functional and the def2-TZVPD basis.

Summary:
Energy above the lowest of the compared OMol25 structures with the same formula, charge and spin in kJ/mol: 335.0
E_tot in a.u.: -3650.8496
Highest occupied orbital energy (alpha / beta) in eV: -8.18 / -7.40
Kohn-Sham gap (alpha / beta) in eV: 8.820 / 6.998
LUMO (alpha / beta) in eV: 0.6 / -0.4

Geometry (Å):
C  1.1333  -0.0672  -2.6231
H  -1.1281  -0.9911  1.4163
H  -1.4133  -0.5288  3.0300
H  1.6773  -0.9933  -2.5882
Br  -0.8057  -1.7001  -1.1308
H  -1.9120  0.5275  2.1340
C  0.1674  -0.1326  -1.3993
C  0.1776  0.4017  2.2315
C  -1.1632  -0.1426  2.1251
H  1.7985  0.7512  -2.6965
Cl  -0.6908  1.3200  -1.1367
H  1.0752  -0.0625  2.6158
Cl  0.6311  1.8643  1.5599
H  0.4526  -0.2464  -3.5381

=====

Entry 3:
Below is C22H32N4RuS2 as an isolated structure in a non-equilibrium geometry, with properties calculated with the ωB97M-V functional and the def2-TZVPD basis.

Summary:
Energy above the lowest of the compared OMol25 structures with the same formula, charge and spin in kJ/mol: 152.1
E_tot in a.u.: -1967.5849
Highest occupied orbital energy (alpha / beta) in eV: -10.30 / -10.27
Kohn-Sham gap (alpha / beta) in eV: 6.167 / 5.496
Total charge: +1
2S+1: 2
LUMO (alpha / beta) in eV: -4.1 / -4.8
⟨S²⟩: 1.15

Geometry (Å):
N  -1.6085  -1.5616  0.2504
C  4.0170  -3.5612  1.0471
C  3.3967  -2.7423  -1.1200
C  -5.0218  -0.4737  2.5286
N  -0.2244  3.9856  -2.3289
H  0.8411  0.1336  2.9889
C  -2.7743  -0.0123  1.7777
H  -1.5377  -3.4165  1.2831
H  3.5384  -2.6901  -2.1919
H  -2.1749  4.7394  -2.3818
H  -2.5042  3.1303  -0.8580
C  4.2303  -3.5034  -0.3247
S  1.3226  -1.0758  -1.6211
C  -3.9044  0.3372  2.5236
H  1.5293  3.6606  -4.5407
C  2.1462  -2.0592  0.8180
C  0.0285  -2.1444  1.9908
H  -2.3062  -0.9062  -1.6234
H  -5.8753  -2.3136  1.8194
H  -0.2364  -3.1387  0.1103
C  -0.8561  -2.6663  0.8742
H  1.8472  2.4514  -3.2970
C  1.1726  4.3762  -2.5196
H  -0.5667  -1.5642  2.6971
H  1.1782  5.4126  -2.8502
H  -3.8924  -2.9641  0.5493
C  -5.0113  -1.6634  1.8119
H  -2.7985  -2.5563  -1.2329
C  -1.9830  -1.8350  -1.1552
Ru  -0.0451  0.1787  -0.0074
N  0.3807  2.1348  -1.0570
H  2.8173  -2.8966  2.6806
H  -0.6285  4.6564  -5.0269
H  2.9750  3.7875  -3.5356
H  5.0499  -4.0505  -0.7708
H  -1.1205  -2.2168  -1.6942
H  -2.4628  2.4790  -2.5074
H  4.6575  -4.1617  1.6782
C  -1.2551  4.8148  -2.9571
H  1.3348  2.4501  -1.1603
H  1.6868  4.3505  -1.5548
H  -2.0208  1.4612  -1.1287
N  1.0777  -1.2788  1.4282
H  -0.9274  5.8515  -2.8889
H  2.1375  0.4942  1.8371
S  -1.4000  1.0656  1.8263
H  -3.8767  1.2598  3.0891
C  2.9776  -2.8439  1.6098
H  -2.3325  5.0597  -4.8080
C  2.3466  -2.0110  -0.5578
H  -1.7716  3.4053  -4.5287
C  -3.8899  -2.0227  1.0845
C  -2.7731  -1.1964  1.0436
C  1.9202  3.5131  -3.5352
H  -5.8963  -0.1840  3.0954
C  -1.5110  4.4583  -4.4193
C  -1.9685  2.4669  -1.5379
C  1.6374  -0.2999  2.3908
H  2.3695  -0.7592  3.0571
C  -0.5207  2.8749  -1.6426
H  0.4669  -2.9946  2.5186

=====

Entry 4:
Below is one molecule with the formula C4H9NO in a non-equilibrium geometry, with properties calculated with the ωB97M-V functional and the def2-TZVPD basis.

Summary:
SMILES: CCNC(C)=O
Energy above the lowest of the compared OMol25 structures with the same formula, charge and spin in kJ/mol: 104.7
E_tot in a.u.: -287.7926
Highest occupied orbital energy in eV: -9.59
Kohn-Sham gap in eV: 10.496
LUMO in eV: 0.9

Geometry (Å):
H  -1.4298  -2.2405  1.3404
C  -1.0682  -0.8242  -0.0936
H  -1.0802  -2.9493  -0.2586
C  1.2335  1.9943  -0.1243
N  -0.4665  0.2726  0.5587
H  0.7143  -0.0712  -1.0504
H  -0.4208  1.2209  -1.2628
C  -0.7834  -2.1883  0.4632
H  2.0344  1.7038  0.5660
O  -1.7891  -0.6498  -1.0518
H  0.2548  -2.3500  0.7776
H  1.6905  2.4468  -1.0100
C  0.3077  0.8582  -0.5425
H  0.1564  -0.0034  1.3170
H  0.6464  2.7800  0.3711

=====

Entry 5:
Below is C28H41F6KN5O4PS2 as an isolated structure in a non-equilibrium geometry, with properties calculated with the ωB97M-V functional and the def2-TZVPD basis.

Summary:
E_tot in a.u.: -4002.9810
Highest occupied orbital energy (alpha / beta) in eV: -9.81 / -9.58
Kohn-Sham gap (alpha / beta) in eV: 7.173 / 2.658
Total charge: +1
2S+1: 2
LUMO (alpha / beta) in eV: -2.6 / -6.9
⟨S²⟩: 0.76

Geometry (Å):
H  0.1280  1.3475  2.7773
C  -1.4759  1.5823  4.2024
F  1.8378  -0.1111  -0.1490
S  -2.8499  1.4044  -2.7973
N  2.0780  3.1944  -0.9704
F  0.1382  0.6290  1.0815
H  2.0959  2.1956  -0.8212
H  -5.2297  1.0448  -1.9933
C  -6.3937  -1.5611  1.3366
H  4.2938  -1.2374  1.3266
C  -3.9015  -1.4956  2.3542
H  -2.5107  2.3789  5.7617
H  -6.4086  0.2710  2.5054
H  5.6845  1.8648  -1.1953
C  -0.9259  3.6436  4.7891
H  -6.9921  -2.4382  1.5830
N  4.5721  0.3926  -0.0222
C  2.3507  -5.7458  -1.8197
C  5.6990  1.1276  -0.4061
C  -5.0430  -1.3784  3.3788
O  -4.3253  -1.2280  -0.2901
C  2.5189  5.2149  -1.7453
F  -0.8810  -1.3838  0.9931
C  5.3102  -0.9213  -3.9301
H  1.6648  6.3735  0.0191
N  -0.3216  1.8618  3.5212
P  0.5478  -0.8284  0.4717
C  6.7051  0.8157  0.5951
H  -4.8490  2.5951  -2.6432
C  6.2318  -0.2259  1.3489
F  -0.3130  -0.3814  -0.8689
H  -0.7789  4.5151  5.4097
H  -1.9923  3.3841  -1.6903
H  -1.9644  0.6193  4.1844
H  -0.8459  1.8930  -1.3673
C  -1.8383  2.3419  -1.4105
H  -2.2690  2.3703  0.6848
C  -0.0772  3.1653  3.7426
C  -4.4675  1.8238  -1.9741
C  0.8291  -6.4519  -0.3551
C  -2.6830  1.9640  -0.2381
C  4.8982  -0.4019  1.0059
H  3.1765  -5.2769  -2.3341
H  6.7868  -0.7717  2.0976
C  4.5159  0.1824  -4.2248
C  2.4868  3.8276  -2.0762
C  -1.7690  2.6231  5.0156
H  1.0886  3.6696  0.7540
S  -4.7562  -2.0410  0.8289
C  0.9638  -7.3953  -1.4031
H  0.2508  -6.3919  0.5550
C  3.3641  0.0104  -3.3932
H  2.6218  -1.8195  -2.3181
F  0.9102  -2.2031  -0.4008
H  4.7205  0.9566  -4.9495
O  -2.6411  2.0858  -4.0576
C  3.3150  -1.2302  -2.9000
H  -3.0560  -2.1396  2.5964
H  -4.8333  2.1265  0.2213
H  7.7360  1.1324  0.5375
H  -4.3175  3.5241  -0.5719
H  0.5433  3.6478  3.0019
H  -3.6130  -0.4884  2.0537
H  2.0423  -7.3847  -3.1986
H  6.3226  -1.2376  -4.1334
H  2.5084  0.6271  -3.6252
H  2.8264  3.2147  -2.8981
C  1.6064  4.1003  -0.0902
H  -5.2815  -2.3140  3.8845
H  4.9257  -2.5684  -2.6364
K  -2.0672  -2.6149  -1.5902
H  -4.7190  -0.7413  4.2017
N  4.5967  -1.7279  -3.0895
O  -4.9067  -3.4452  0.7170
O  -2.5547  -0.0297  -2.7579
C  1.7657  -5.3879  -0.6334
N  1.9036  -7.0136  -2.2695
C  1.9402  5.4411  -0.4513
H  2.8599  6.0357  -2.3589
H  1.9442  -4.4558  -0.1179
F  1.3659  -1.1151  1.8562
H  0.4108  -8.3165  -1.5126
H  -6.8193  -0.8990  0.5826
H  -2.6546  0.8768  -0.1662
C  -4.1356  2.4496  -0.5513
H  3.7401  0.2220  -0.5689
C  -6.2769  -0.7968  2.6799
H  -7.0841  -1.1711  3.3096

=====

Entry 6:
Below is an isolated ion of composition C3H9N4 and charge +1 in a non-equilibrium geometry, with properties calculated with the ωB97M-V functional and the def2-TZVPD basis.

Summary:
SMILES: C/N=N/N(C)C=[NH2+]
Energy above the lowest of the compared OMol25 structures with the same formula, charge and spin in kJ/mol: 329.4
E_tot in a.u.: -338.3954
Highest occupied orbital energy in eV: -14.26
Kohn-Sham gap in eV: 10.201
Total charge: +1
LUMO in eV: -4.1

Geometry (Å):
H  1.6892  3.1917  1.0661
N  1.5500  2.2294  0.7789
H  2.2349  0.0923  -0.3885
H  -3.0643  -1.1517  -1.4186
H  1.4526  -1.4876  -0.0273
H  2.2888  1.6402  1.0125
N  0.2555  0.4274  0.1198
N  -1.1216  -1.2950  -0.4047
H  -0.3734  2.2181  -0.1181
H  -2.1165  -2.6458  -1.4988
C  0.4653  1.7335  0.3312
H  1.8253  -0.4651  1.3534
C  -2.3898  -1.8022  -0.7870
H  -3.0935  -2.2183  -0.0102
N  -1.0403  -0.0807  -0.3238
C  1.4376  -0.3861  0.3150